Record 1
Computed, not measured: 9 unconnected molecules or ions with the total composition C45H51N9O15 in a non-equilibrium geometry, with ωB97M-V with the def2-TZVPD basis set.

```
120
Properties=species:S:1:pos:R:3
C 0.194 5.359 3.241
C 0.702 6.197 4.231
C 1.741 7.249 3.849
C 1.896 7.500 2.258
C 1.272 6.611 1.338
C 0.407 5.558 1.796
N 2.791 8.611 1.777
O 2.822 8.853 0.609
O 3.409 9.242 2.684
H -0.437 4.370 3.382
H 0.546 5.791 5.251
H 2.384 7.888 4.652
H 1.452 6.757 0.242
H -0.071 4.736 1.304
C -0.052 -3.127 -7.945
C 0.523 -2.618 -6.582
C -0.377 -2.056 -5.489
C -1.886 -2.106 -5.644
C -2.510 -2.756 -6.865
C -1.408 -3.231 -8.058
N -2.762 -1.816 -4.476
O -2.243 -1.115 -3.532
O -3.884 -1.994 -4.523
H 0.517 -3.511 -8.638
H 1.556 -2.775 -6.292
H 0.074 -1.612 -4.684
H -3.491 -2.767 -6.943
H -1.977 -3.910 -8.752
C 2.953 -2.304 -2.648
C 3.806 -3.035 -1.750
C 4.595 -2.348 -0.626
C 4.278 -0.934 -0.219
C 3.380 -0.123 -1.226
C 2.808 -0.821 -2.430
N 4.859 -0.301 0.861
O 5.562 -1.026 1.686
O 4.892 0.915 0.908
H 2.640 -2.842 -3.442
H 3.834 -4.222 -1.913
H 5.303 -2.885 -0.068
H 3.251 0.901 -1.176
H 2.308 -0.190 -2.999
C 1.825 -3.698 1.923
C 1.173 -3.005 3.082
C -0.333 -3.332 3.535
C -1.034 -4.409 2.706
C -0.292 -4.974 1.400
C 1.090 -4.463 1.003
N -2.491 -4.594 2.848
O -2.895 -5.632 2.356
O -3.238 -3.741 3.366
H 2.715 -3.439 1.629
H 1.631 -2.043 3.703
H -0.870 -2.833 4.270
H -0.740 -5.676 0.832
H 1.738 -4.980 0.190
C -3.425 -4.089 -1.788
C -3.856 -4.013 -0.269
C -5.033 -4.926 0.298
C -5.918 -5.563 -0.777
C -5.476 -5.544 -2.247
C -4.135 -4.844 -2.646
N -7.084 -6.118 -0.280
O -7.743 -6.867 -1.251
O -7.647 -5.834 0.755
H -2.550 -3.547 -1.948
H -3.368 -3.512 0.424
H -5.228 -4.859 1.287
H -5.976 -6.185 -2.944
H -3.824 -4.868 -3.652
C 4.272 4.977 4.931
C 4.286 3.956 3.801
C 3.260 2.808 3.785
C 2.329 2.563 5.002
C 2.382 3.555 6.090
C 3.419 4.774 6.097
N 1.332 1.468 4.934
O 1.480 0.449 4.188
O 0.491 1.574 5.824
H 4.961 5.749 4.644
H 5.067 3.936 3.059
H 3.232 2.169 2.996
H 1.705 3.511 6.948
H 3.396 5.620 6.768
C 0.174 0.922 1.103
O 0.381 2.149 1.216
N -0.224 0.404 -0.074
C -0.455 -1.020 -0.256
C -0.653 1.327 -1.167
H 0.520 0.106 1.964
H -0.987 -1.337 0.474
H 0.515 -1.449 -0.283
H -1.066 -1.337 -1.083
H -0.850 2.210 -0.814
H -1.319 1.052 -1.964
H 0.450 1.346 -1.677
C -6.663 -1.792 0.337
O -6.630 -2.247 1.459
N -5.651 -0.921 -0.054
C -5.516 -0.412 -1.419
C -4.506 -0.452 0.776
H -7.392 -2.058 -0.288
H -4.604 -0.533 -1.884
H -5.834 0.610 -1.406
H -6.278 -0.702 -2.062
H -3.551 -1.207 0.688
H -4.596 -0.329 1.886
H -4.250 0.557 0.623
C 2.679 4.130 -2.422
O 1.577 4.533 -2.141
N 3.612 3.990 -1.436
C 4.926 3.409 -1.855
C 3.358 3.954 -0.068
H 2.980 3.836 -3.431
H 4.899 2.430 -1.397
H 5.726 4.192 -1.456
H 5.056 3.230 -2.677
H 3.694 4.838 0.137
H 3.824 3.112 0.503
H 2.343 3.860 0.119
```

As for the net charge: 0. The calculation puts the calculated total energy at -3365.22304 Ha. The value obtained for the LUMO energy is -2.15 eV. The maximum force comes out at 18.3 eV/A. The energy above the lowest of the compared OMol25 structures with the same formula, charge and spin is 2512.44 kJ/mol. The calculation puts the HOMO-LUMO gap at 6.85 eV.

Record 2
Computed, not measured: a molecular structure, C45H52KN2O2 in a non-equilibrium geometry, with ωB97M-V with the def2-TZVPD basis set.

```
102
Properties=species:S:1:pos:R:3
K 0.519 -0.796 -0.126
C -1.176 2.443 2.965
C 0.132 2.842 2.712
C 0.448 3.434 1.496
C -0.543 3.618 0.535
C -1.842 3.182 0.773
C -2.157 2.595 1.993
H -1.426 1.991 3.913
H 0.904 2.691 3.459
H 1.465 3.748 1.294
H -0.294 4.082 -0.413
H -2.604 3.279 0.007
H -3.164 2.237 2.173
C 0.123 3.131 -3.109
C 1.400 2.283 -2.999
C 1.786 2.039 -1.537
C 1.411 1.006 -3.838
C 2.290 0.983 -4.921
C 2.432 -0.134 -5.724
C 1.680 -1.260 -5.432
C 0.787 -1.293 -4.364
C 0.031 -2.597 -4.129
C 0.339 -3.233 -2.772
C -1.483 -2.490 -4.366
C 0.641 -0.144 -3.561
N -0.239 -0.174 -2.438
C -1.402 0.344 -2.581
C -2.510 0.474 -1.636
C -3.487 1.406 -2.062
C -4.645 1.671 -1.376
C -4.889 0.928 -0.197
C -4.003 -0.014 0.242
C -2.746 -0.293 -0.424
N -1.900 -1.207 0.048
C -2.382 -2.254 0.853
C -3.229 -3.242 0.285
C -3.667 -4.309 1.061
C -3.269 -4.462 2.381
C -2.421 -3.515 2.926
C -1.977 -2.414 2.196
C -1.111 -1.395 2.928
C -1.917 -0.749 4.060
C 0.176 -2.013 3.481
C -3.630 -3.208 -1.186
C -5.132 -2.976 -1.379
C -3.196 -4.486 -1.916
H 0.335 4.161 -2.800
H -0.675 2.757 -2.464
H -0.249 3.160 -4.136
H 2.195 2.893 -3.428
H 0.984 1.538 -1.001
H 1.987 2.989 -1.033
H 2.680 1.416 -1.463
H 2.885 1.869 -5.123
H 3.128 -0.133 -6.554
H 1.788 -2.151 -6.041
H 0.411 -3.277 -4.891
H -0.052 -2.625 -1.962
H 1.416 -3.345 -2.620
H -0.115 -4.225 -2.701
H -1.991 -2.004 -3.529
H -1.913 -3.491 -4.473
H -1.702 -1.926 -5.278
H -1.639 0.778 -3.561
H -3.296 1.936 -2.992
H -5.357 2.401 -1.741
H -5.801 1.103 0.365
H -4.210 -0.575 1.146
H -4.322 -5.052 0.617
H -3.606 -5.306 2.969
H -2.096 -3.629 3.956
H -0.829 -0.604 2.230
H -2.297 -1.516 4.740
H -2.773 -0.189 3.673
H -1.289 -0.071 4.646
H -0.053 -2.778 4.232
H 0.788 -1.242 3.965
H 0.763 -2.472 2.681
H -3.098 -2.377 -1.650
H -5.710 -3.772 -0.894
H -5.386 -2.975 -2.445
H -5.443 -2.019 -0.953
H -3.742 -5.359 -1.545
H -2.127 -4.672 -1.777
H -3.397 -4.401 -2.990
C 4.980 -0.329 0.122
C 3.667 -1.074 0.338
O 2.666 -0.394 0.558
C 3.661 -2.532 0.227
C 4.877 -3.226 0.021
C 4.936 -4.587 -0.132
C 3.725 -5.323 -0.089
C 2.523 -4.703 0.105
C 2.417 -3.272 0.296
O 1.292 -2.726 0.498
H 4.782 0.736 0.230
H 5.379 -0.527 -0.877
H 5.739 -0.629 0.851
H 5.802 -2.662 -0.026
H 5.884 -5.086 -0.287
H 3.756 -6.402 -0.224
H 1.590 -5.256 0.130
```

As for the net charge: -1. The calculation puts the calculated total energy at -2605.99640 Ha. The value obtained for the LUMO energy is 2.23 eV. The maximum force comes out at 2.8 eV/A. The calculation puts the HOMO-LUMO gap at 6.27 eV.

Record 3
Computed, not measured: a molecular structure, C45H53BIrN2O2P2S2Sb in a non-equilibrium geometry, with ωB97M-V with the def2-TZVPD basis set.

```
109
Properties=species:S:1:pos:R:3
Ir -1.400 -0.941 -0.848
S -0.986 3.347 -1.389
P 0.251 2.064 -0.571
C 0.058 0.446 -1.252
P 0.441 -0.118 -2.866
S -1.342 -0.826 -3.486
C 1.635 -1.389 -2.775
C 2.778 -1.104 -1.986
C 3.758 -2.001 -1.797
C 3.682 -3.145 -2.634
C 2.677 -3.467 -3.515
C 1.598 -2.585 -3.552
C 1.071 1.086 -4.076
C 0.186 1.814 -4.871
C 0.724 2.800 -5.671
C 2.059 3.056 -5.802
C 2.936 2.279 -5.030
C 2.447 1.259 -4.229
C 1.998 2.590 -0.793
C 2.318 3.483 -1.850
C 3.617 3.721 -2.189
C 4.653 3.100 -1.543
C 4.360 2.263 -0.434
C 3.024 1.955 -0.096
C -0.030 1.930 1.202
C 0.465 3.060 1.982
C 0.253 3.116 3.316
C -0.259 2.019 3.985
C -0.714 0.900 3.291
C -0.502 0.819 1.900
H 2.688 -0.267 -1.352
H 4.638 -1.753 -1.262
H 4.521 -3.860 -2.556
H 2.622 -4.447 -3.939
H 0.751 -2.844 -4.162
H -0.955 1.760 -4.717
H 0.012 3.481 -6.211
H 2.385 3.857 -6.467
H 3.938 2.535 -4.843
H 3.137 0.667 -3.667
H 1.474 3.738 -2.471
H 3.857 4.396 -3.037
H 5.653 3.431 -1.787
H 5.081 1.806 0.257
H 2.883 1.319 0.736
H 0.802 3.941 1.411
H 0.496 4.067 3.828
H -0.380 2.207 5.049
H -1.164 0.051 3.829
H -0.771 -0.049 1.337
C 3.764 -8.028 0.755
C 4.047 -6.754 -0.067
C 5.033 -5.864 0.860
C 4.827 -7.010 -1.378
C 2.786 -6.007 -0.389
C 1.820 -6.637 -1.179
C 0.712 -5.972 -1.608
C 0.485 -4.707 -1.157
O -0.561 -3.847 -1.394
B -0.324 -2.664 -0.721
O 0.968 -2.798 -0.053
C 1.435 -3.988 -0.371
C 2.543 -4.703 0.020
H 4.708 -8.510 0.951
H 3.151 -8.761 0.212
H 3.331 -7.740 1.731
H 5.964 -6.471 0.959
H 4.759 -5.645 1.904
H 5.189 -4.872 0.390
H 5.901 -7.266 -1.130
H 4.838 -6.028 -1.889
H 4.374 -7.718 -2.091
H 1.973 -7.649 -1.683
H -0.009 -6.523 -2.145
H 3.347 -4.351 0.671
C -4.538 -0.912 1.182
C -4.523 -0.045 0.013
N -3.388 0.335 -0.611
C -3.777 1.222 -1.550
C -5.119 1.412 -1.554
N -5.575 0.569 -0.533
H -5.164 -0.520 2.013
H -3.475 -1.085 1.468
H -4.894 -1.914 0.924
H -3.000 1.571 -2.202
H -5.866 1.983 -2.074
H -6.460 0.673 -0.043
C -5.764 2.854 6.758
C -5.619 2.873 5.238
Sb -3.624 3.655 4.630
C -4.266 5.758 4.601
C -5.559 6.103 3.866
C -3.855 3.344 2.502
C -2.866 4.061 1.668
H -6.695 2.405 7.046
H -5.682 3.859 7.188
H -4.944 2.217 7.210
H -6.479 3.335 4.678
H -5.598 1.897 4.764
H -3.507 6.311 4.059
H -4.257 6.119 5.636
H -5.608 5.767 2.846
H -5.770 7.175 3.776
H -6.485 5.679 4.323
H -4.880 3.412 2.176
H -3.601 2.271 2.317
H -2.922 5.135 1.605
H -2.863 3.739 0.594
H -1.859 3.689 1.890
```

As for the net charge: 0. The calculation puts the calculated total energy at -3854.96608 Ha. As for the multiplicity: 5. The value obtained for the LUMO energy (spin up / spin down) is 0.41 / -1.17 eV. The maximum force comes out at 3.5 eV/A. The energy above the lowest of the compared OMol25 structures with the same formula, charge and spin is 73.50 kJ/mol. The calculation puts the HOMO-LUMO gap (spin up / spin down) at 7.06 / 6.50 eV.

Record 4
Computed, not measured: a molecular structure, C45H54BaN7O4S3 in a non-equilibrium geometry, with ωB97M-V with the def2-TZVPD basis set.

```
114
Properties=species:S:1:pos:R:3
Ba -0.958 -0.177 -0.169
N -0.046 -1.961 -2.392
C 0.586 -1.145 -3.436
C 1.195 0.162 -2.897
O 1.962 0.778 -3.642
O 0.820 0.505 -1.732
H 0.650 -2.447 -1.833
H -0.634 -2.673 -2.807
H -0.193 -0.845 -4.141
H 1.357 -1.675 -4.003
S -0.260 -2.869 1.484
C 1.445 -3.117 1.364
N 2.001 -4.262 1.607
N 3.351 -4.362 1.536
C 3.965 -5.591 1.642
C 3.245 -6.754 1.935
C 3.911 -7.961 2.051
C 5.287 -8.047 1.880
C 5.999 -6.891 1.586
C 5.351 -5.674 1.467
N 2.349 -2.053 1.046
N 1.825 -0.953 0.814
C 2.755 0.110 0.589
C 4.080 -0.065 0.201
C 4.901 1.036 0.028
C 4.410 2.319 0.240
C 3.084 2.496 0.613
C 2.265 1.397 0.774
H 3.885 -3.571 1.203
H 2.175 -6.681 2.063
H 3.343 -8.856 2.278
H 5.796 -8.997 1.973
H 7.072 -6.935 1.445
H 5.911 -4.774 1.237
H 4.444 -1.067 0.021
H 5.925 0.894 -0.295
H 5.053 3.177 0.089
H 2.689 3.495 0.754
H 1.222 1.516 1.037
O -1.465 2.245 0.612
S -2.328 3.282 -0.057
C -2.192 4.764 1.014
C -0.822 4.813 1.706
C -0.861 4.121 3.084
C 0.441 3.397 3.383
S 0.390 2.569 5.019
O -0.936 1.904 5.125
C 1.600 1.290 4.628
C 1.131 0.021 4.333
C 2.040 -0.978 4.014
C 3.399 -0.698 3.997
C 3.856 0.578 4.296
C 2.957 1.581 4.622
C -1.375 3.916 -1.428
C -1.963 4.840 -2.281
C -1.277 5.237 -3.416
C -0.028 4.692 -3.702
C 0.542 3.759 -2.850
C -0.134 3.376 -1.698
H -3.002 4.686 1.742
H -2.409 5.615 0.369
H -0.485 5.848 1.810
H -0.093 4.312 1.068
H -1.647 3.363 3.100
H -1.122 4.837 3.869
H 1.311 4.059 3.412
H 0.588 2.630 2.627
H 0.067 -0.175 4.342
H 1.677 -1.963 3.754
H 4.104 -1.472 3.719
H 4.916 0.795 4.258
H 3.308 2.578 4.865
H -2.963 5.212 -2.086
H -1.731 5.945 -4.098
H 0.484 4.974 -4.613
H 1.479 3.269 -3.089
H 0.294 2.608 -1.073
C -3.035 -3.527 -0.639
N -3.495 -2.151 -0.761
C -4.007 -1.928 -2.107
C -4.533 -1.852 0.217
C -4.030 -1.684 1.642
N -3.287 -0.450 1.880
C -2.663 -0.499 3.199
C -4.140 0.726 1.783
H -3.851 -4.241 -0.849
H -2.633 -3.723 0.351
H -2.227 -3.704 -1.348
H -4.850 -2.605 -2.330
H -3.213 -2.106 -2.834
H -4.312 -0.891 -2.222
H -5.299 -2.649 0.218
H -5.034 -0.937 -0.103
H -3.373 -2.516 1.905
H -4.903 -1.733 2.318
H -3.413 -0.570 4.005
H -2.080 0.409 3.374
H -1.999 -1.362 3.258
H -5.012 0.649 2.454
H -4.482 0.879 0.760
H -3.562 1.603 2.073
C -2.651 1.073 -2.148
C -2.590 1.129 -3.374
C -2.461 1.175 -4.800
C -3.553 0.922 -5.640
C -3.417 0.958 -7.018
C -2.186 1.245 -7.595
C -1.093 1.495 -6.774
C -1.225 1.464 -5.396
H -4.512 0.697 -5.189
H -4.275 0.758 -7.649
H -2.080 1.269 -8.673
H -0.126 1.712 -7.212
H -0.368 1.652 -4.760
```

As for the net charge: -1. The calculation puts the calculated total energy at -3651.50333 Ha. The value obtained for the LUMO energy is 1.72 eV. The maximum force comes out at 1.2 eV/A. The energy above the lowest of the compared OMol25 structures with the same formula, charge and spin is 28.73 kJ/mol. The calculation puts the HOMO-LUMO gap at 6.18 eV.